{
  "formula": "C4H8N2",
  "method": "the ωB97M-V functional and the def2-TZVPD basis",
  "lumo_ha": 0.0353,
  "gap_ev": 9.89,
  "smiles": "C1NC[C@H]2N[C@@H]12",
  "relative_energy_kj_mol": 387.8,
  "total_energy_ev": -7253.8559,
  "species": ["H", "H", "H", "C", "C", "N", "H", "N", "C", "C", "H", "H", "H", "H"],
  "coordinates": [[2.231, 0.144, -0.307], [0.825, -1.466, 1.007], [0.575, -2.076, -0.667], [-1.024, 0.675, 0.289], [-0.735, -0.863, 0.185], [-1.735, -0.115, -0.701], [-1.471, 0.180, -1.706], [1.148, -0.013, -0.562], [0.596, -1.173, -0.019], [0.515, 1.151, -0.064], [0.793, 1.973, -0.588], [-1.560, 1.449, 1.074], [-1.099, -1.410, 1.164], [0.941, 1.542, 0.897]],
  "forces_ev_per_a": [[-3.07, -1.04, -1.20], [1.30, -0.14, 0.05], [1.01, 0.38, 0.13], [2.22, 1.47, 0.28], [-7.38, 2.73, 3.97], [1.37, 0.32, -0.62], [-0.04, -1.23, 2.08], [5.78, 1.30, -0.64], [1.58, -2.32, -0.62], [-2.58, -0.98, 3.64], [-0.21, 2.46, -2.81], [1.10, -2.65, -1.88], [-0.60, 0.62, -2.71], [-0.47, -0.93, 0.35]],
  "lowdin_charge": [0.182, 0.123, 0.139, -0.224, -0.293, 0.035, 0.135, -0.082, -0.305, -0.208, 0.058, 0.166, 0.165, 0.108]
}